Arrangement i

25
Properties=species:S:1:pos:R:3:lowdin_charge:R:1 method="wB97M-V/def2-TZVPD" s2=1.161 multiplicity=2 gap_ev="5.56 / 7.46" e_homo_ev="-19.281 / -20.028" lumo_energy_ev="-13.723 / -12.571" total_charge=+2
N -1.13 0.32 0.99 0.2998
C -2.39 0.01 0.53 -0.3804
C -2.44 0.35 -1.00 0.0155
C -2.80 -1.50 0.73 0.0684
N 1.07 -0.60 -0.03 0.2567
C 1.93 1.68 -0.19 -0.0146
C 2.20 0.21 0.10 -0.4110
C 3.41 -0.36 -0.80 0.0655
H -1.05 0.51 2.00 0.1743
H -3.68 -1.68 0.11 0.1200
H 0.03 -0.23 0.51 0.1004
H -3.07 0.65 1.14 0.2089
H -1.82 -0.40 -1.49 0.0984
H -2.06 1.36 -1.19 0.0961
H -3.45 0.26 -1.40 0.1127
H -3.04 -1.67 1.78 0.1086
H -1.99 -2.17 0.43 0.1000
H 1.20 -1.55 0.36 0.1577
H 2.86 2.22 -0.07 0.1057
H 1.58 1.83 -1.22 0.1076
H 1.18 2.03 0.52 0.0828
H 2.52 0.04 1.16 0.2155
H 4.20 0.36 -0.65 0.1078
H 3.03 -0.32 -1.82 0.1046
H 3.71 -1.37 -0.51 0.0990

Arrangement ii

25
Properties=species:S:1:pos:R:3:lowdin_charge:R:1 method="wB97M-V/def2-TZVPD" s2=0.765 multiplicity=2 gap_ev="6.29 / 5.71" e_homo_ev="-18.779 / -18.774" lumo_energy_ev="-12.491 / -13.066" total_charge=+2
C -0.73 -0.09 -1.85 -0.1305
N -0.32 -0.49 -0.54 0.2626
C 0.99 -0.47 -0.22 -0.1621
C 1.39 -0.98 1.15 -0.3805
C 0.49 -0.34 2.25 -0.0193
C 2.86 -0.82 1.41 -0.0570
C -1.16 1.41 -1.89 -0.0733
N -2.49 1.56 -1.31 0.3751
H 0.02 -0.23 -2.63 0.1564
H -1.56 -0.71 -2.18 0.1573
H -2.76 1.03 -0.47 0.1797
H 1.39 0.55 -0.48 0.2340
H 1.55 -1.04 -1.02 0.2410
H 1.15 -2.04 1.09 0.1547
H 0.03 0.58 1.89 0.0721
H -0.27 -1.04 2.57 0.0873
H 1.10 -0.08 3.11 0.0926
H 3.21 0.22 1.33 0.1011
H 3.54 -1.36 0.75 0.0962
H 3.11 -1.11 2.42 0.1015
H -1.24 1.76 -2.91 0.1576
H -0.46 2.00 -1.29 0.1626
H -4.19 -1.10 3.31 0.0019
H -3.27 1.90 -1.87 0.1883
H -3.73 -0.72 3.76 0.0007

arrangement i (20.8 kJ/mol below the next structure)

Arrangement i

11
Properties=species:S:1:pos:R:3:lowdin_charge:R:1 method="wB97M-V/def2-TZVPD" multiplicity=1 gap_ev=9.48 e_homo_ev=-9.286 lumo_energy_ev=0.191
C 0.50 0.79 1.57 -0.0746
C -0.48 1.18 0.51 -0.3618
O -1.65 0.99 0.74 0.0038
H 1.50 1.21 1.44 0.0763
H 0.64 -0.29 1.52 0.0416
H 0.06 1.01 2.53 0.0826
H -0.25 1.76 -0.40 0.1165
S 0.11 -1.06 -2.82 0.2449
S 0.05 -1.76 -0.85 0.2805
H 0.79 -2.06 -3.40 -0.2124
H -1.27 -1.76 -0.84 -0.1974

Arrangement ii

11
Properties=species:S:1:pos:R:3:lowdin_charge:R:1 method="wB97M-V/def2-TZVPD" multiplicity=1 gap_ev=8.63 e_homo_ev=-8.425 lumo_energy_ev=0.205
C -0.98 0.17 1.87 -0.1939
C -1.39 -0.10 0.42 -1.2456
S -2.00 0.93 -0.63 0.7061
S -0.97 -1.77 0.03 0.7645
H 0.05 0.22 2.10 0.0659
H -1.62 1.04 2.17 0.0849
H -1.27 -0.64 2.45 0.0274
H -1.06 -1.30 -1.18 -0.1719
O 0.41 0.40 -1.98 -0.1226
H 0.59 0.45 -2.90 0.0268
H 1.22 0.86 -1.72 0.0584

arrangement i (40.2 kJ/mol below the next structure)

Arrangement i

14
Properties=species:S:1:pos:R:3:lowdin_charge:R:1 method="wB97M-V/def2-TZVPD" multiplicity=1 gap_ev=11.29 e_homo_ev=-10.895 lumo_energy_ev=0.399
O -1.12 -1.38 0.10 0.0205
C 0.07 -1.22 0.39 -0.2961
O 1.18 -1.28 -0.40 0.1374
H 0.00 -0.36 1.07 0.1163
H 0.89 -1.70 -1.11 0.0316
O 0.56 1.59 -2.57 0.0029
H 0.06 1.97 -1.96 -0.0564
H 0.35 1.75 -3.49 0.0529
O 1.60 1.37 0.11 -0.0668
H 1.94 2.21 -0.25 0.0490
H 0.64 1.55 0.26 0.0459
O -2.14 0.04 2.58 -0.1480
H -1.98 -0.30 1.61 0.0449
H -2.91 -0.48 2.99 0.0658

Arrangement ii

14
Properties=species:S:1:pos:R:3:lowdin_charge:R:1 method="wB97M-V/def2-TZVPD" multiplicity=1 gap_ev=11.75 e_homo_ev=-11.090 lumo_energy_ev=0.661
O 0.59 -1.90 0.09 0.0294
C 1.74 -1.54 0.04 -0.3606
O 2.18 -0.35 0.41 0.0980
H 2.54 -2.15 -0.38 0.1431
H 1.44 0.16 0.80 0.0857
O 0.98 1.98 0.71 -0.0641
H 0.08 1.86 0.32 0.0048
H 0.78 2.03 1.64 0.0479
O -1.45 1.65 -0.45 -0.0638
H -2.36 1.96 -0.28 0.0681
H -1.52 0.68 -0.53 0.0077
O -1.74 -1.04 -0.89 -0.0681
H -2.35 -1.79 -0.79 0.0682
H -0.91 -1.52 -0.70 0.0037

arrangement ii (262.4 kJ/mol below the next structure)

Arrangement i

51
Properties=species:S:1:pos:R:3:lowdin_charge:R:1 method="wB97M-V/def2-TZVPD" multiplicity=1 gap_ev=7.98 e_homo_ev=-7.539 lumo_energy_ev=0.437
C -0.51 0.86 1.85 0.0600
C -0.23 0.61 0.26 -0.3257
N -1.35 0.00 -0.31 0.0847
C -2.48 0.49 -0.92 -0.5632
O -2.60 1.56 -1.15 0.1721
C -3.61 -0.54 -1.43 -0.1250
N -3.74 -1.76 -0.47 -0.0126
H -4.24 -2.31 -1.22 0.1671
C -4.30 -1.29 0.56 -0.4056
C -5.52 -0.62 0.55 -0.1062
C -6.53 -0.42 1.62 -0.0037
C -7.77 0.17 1.42 -0.1929
C -7.94 0.63 0.28 -0.2158
C -7.03 0.94 -0.61 -0.0340
C -5.86 0.16 -0.71 -0.2315
C -4.97 0.21 -1.62 -0.2085
H -5.35 -0.38 -2.57 0.1706
H -4.73 1.23 -1.91 0.1395
H -7.18 1.54 -1.60 0.1561
H -8.92 1.40 0.44 0.1800
H -8.41 0.03 2.26 0.1034
H -6.35 -1.10 2.64 0.1546
H -3.54 -0.59 1.27 0.1958
H -4.45 -2.20 1.38 0.1800
H -3.13 -0.61 -2.68 0.2298
H -1.38 -1.08 -0.28 0.1702
H -0.30 1.39 -0.26 0.0913
C 0.91 -0.07 0.00 -0.3218
O 0.72 -1.46 -0.08 -0.0721
N 2.06 0.44 0.21 0.2099
C 3.36 0.15 -0.01 -0.3335
C 4.32 0.96 0.06 0.0328
C 5.72 0.66 0.13 -0.2399
C 6.00 -0.85 -0.12 -0.1828
C 4.98 -1.73 -0.26 0.0154
C 3.73 -1.09 -0.17 -0.0307
H 2.94 -2.02 -0.51 0.1859
H 5.29 -2.67 -0.18 0.0819
O 7.31 -1.10 -0.12 -0.0013
C 8.12 -0.07 0.47 -0.2483
C 8.00 1.11 -0.02 -0.0925
H 8.48 2.01 0.43 0.1681
O 6.54 1.56 0.27 0.0269
H 7.91 1.02 -1.25 0.2185
H 9.13 -0.46 0.00 0.1983
H 8.33 -0.23 1.46 0.1262
H 4.20 1.91 0.40 0.1110
H 2.06 1.32 0.34 0.0897
H 0.32 1.48 2.08 0.0486
H -1.59 1.51 1.98 0.1616
H -0.64 -0.05 2.24 0.0176

Arrangement ii

51
Properties=species:S:1:pos:R:3:lowdin_charge:R:1 method="wB97M-V/def2-TZVPD" multiplicity=1 gap_ev=8.16 e_homo_ev=-7.385 lumo_energy_ev=0.774
C -2.24 2.17 -3.79 -0.0826
O -2.44 1.95 -2.41 -0.0780
C -2.14 0.73 -1.91 -0.2719
C -1.71 -0.36 -2.66 -0.0253
C -1.41 -1.55 -2.02 -0.0833
C -1.53 -1.68 -0.65 -0.0286
C -1.98 -0.60 0.10 -0.1565
N -2.06 -0.71 1.51 0.1135
C -2.33 -1.91 2.17 -0.4166
O -2.71 -2.92 1.64 0.1168
C -2.10 -1.70 3.65 -0.0222
C -1.56 -0.28 3.78 -0.2084
N -0.14 -0.23 4.13 0.0606
C 0.75 -0.16 3.03 -0.2882
C 1.54 0.97 2.83 -0.0189
C 2.31 1.10 1.69 -0.0126
C 2.30 0.12 0.69 -0.2263
N 3.05 0.33 -0.47 -0.0992
C 3.19 -0.72 -1.45 -0.1391
C 2.00 -0.77 -2.41 -0.1834
O 1.81 0.48 -3.05 -0.1333
C 1.65 1.51 -2.10 -0.1788
C 2.86 1.60 -1.16 -0.1323
C 1.60 -1.05 0.96 -0.0093
C 0.84 -1.19 2.11 -0.0202
C -1.74 0.32 2.38 -0.3719
O -1.57 1.47 2.09 0.1327
C -2.29 0.59 -0.53 0.0791
H -2.49 3.22 -3.96 0.0941
H -2.90 1.55 -4.40 0.0963
H -1.20 1.99 -4.08 0.0923
H -1.59 -0.29 -3.73 0.1077
H -1.08 -2.40 -2.61 0.1128
H -1.28 -2.62 -0.17 0.1097
H -3.05 -1.84 4.18 0.1311
H -1.40 -2.44 4.03 0.1323
H -2.12 0.31 4.51 0.1581
H 0.05 0.53 4.77 0.1199
H 1.53 1.77 3.56 0.1158
H 2.91 1.99 1.57 0.1100
H 3.33 -1.68 -0.95 0.1199
H 4.10 -0.50 -2.02 0.1277
H 2.17 -1.49 -3.21 0.1290
H 1.08 -1.04 -1.86 0.0937
H 1.53 2.43 -2.67 0.1265
H 0.74 1.34 -1.50 0.1255
H 2.71 2.41 -0.45 0.1112
H 3.76 1.80 -1.75 0.1290
H 1.60 -1.88 0.26 0.1018
H 0.30 -2.11 2.27 0.1162
H -2.64 1.45 0.03 0.1235

arrangement ii (1673.3 kJ/mol below the next structure)

Arrangement i

111
Properties=species:S:1:pos:R:3:lowdin_charge:R:1 method="wB97M-V/def2-TZVPD" s2=0.766 multiplicity=2 gap_ev="7.12 / 6.54" e_homo_ev="-9.029 / -10.413" lumo_energy_ev="-1.906 / -3.878" total_charge=+1
Bi 0.05 0.30 0.27 1.5197
C 7.49 0.81 -0.42 -0.1844
Si 5.69 1.00 -0.91 0.5044
C 5.32 -0.24 -2.26 -0.1785
C 5.41 2.75 -1.49 -0.1802
C 4.65 0.61 0.63 -0.2409
C 5.28 0.25 1.82 -0.0702
C 4.54 -0.06 2.95 -0.0539
C 3.17 -0.01 2.87 -0.1465
N 2.52 0.34 1.75 -0.0441
C 3.24 0.64 0.67 -0.7222
S 2.33 1.12 -0.77 0.5800
H 8.12 1.02 -1.29 0.0377
H 7.73 -0.20 -0.09 0.0363
H 7.78 1.51 0.37 0.0377
H 5.98 -0.08 -3.11 0.0379
H 4.29 -0.17 -2.62 0.0075
H 5.49 -1.26 -1.91 0.0235
H 6.11 3.00 -2.29 0.0362
H 5.56 3.46 -0.67 0.0371
H 4.40 2.90 -1.88 0.0034
H 6.36 0.22 1.86 0.0950
H 5.03 -0.34 3.88 0.1067
H 2.55 -0.25 3.72 0.0988
C -3.07 -1.71 -2.84 0.0424
C -2.12 -2.02 -1.71 -0.4801
O -1.75 -1.15 -0.92 -0.1490
N -1.73 -3.30 -1.59 0.1049
C -0.94 -3.77 -0.46 -0.1098
C 0.55 -3.74 -0.71 -0.2661
C 1.26 -4.92 -0.88 -0.0177
C 2.62 -4.86 -1.12 -0.0486
C 3.23 -3.62 -1.19 -0.0426
C 2.44 -2.49 -1.01 -0.1267
N 1.13 -2.54 -0.77 0.0934
H -3.12 -0.64 -2.96 0.0799
H -4.06 -2.10 -2.59 0.0925
H -2.74 -2.17 -3.77 0.0931
H -2.04 -3.97 -2.27 0.1513
H -1.26 -4.78 -0.21 0.1302
H -1.18 -3.12 0.38 0.0831
H 0.75 -5.87 -0.83 0.1139
H 3.20 -5.76 -1.25 0.1141
H 4.28 -3.51 -1.38 0.1027
H 2.87 -1.50 -1.06 0.0468
C -3.63 2.82 -6.97 -0.0684
C -4.19 3.78 -5.91 -0.5620
C -5.71 3.61 -5.86 -0.0443
C -3.85 5.21 -6.34 -0.0431
C -3.60 3.51 -4.53 -0.1570
C -4.00 4.31 -3.45 -0.0200
C -3.53 4.14 -2.16 0.0201
C -2.62 3.12 -1.97 -0.2077
O -2.00 2.69 -0.81 0.1115
B -1.22 1.62 -1.19 -0.7186
O -1.31 1.38 -2.55 0.1352
C -2.21 2.32 -3.02 -0.1798
C -2.67 2.49 -4.30 0.0749
H -4.08 3.05 -7.93 0.0888
H -3.87 1.78 -6.73 0.0862
H -2.55 2.91 -7.07 0.0883
H -6.14 3.79 -6.84 0.0879
H -6.17 4.31 -5.16 0.0778
H -5.98 2.60 -5.55 0.0901
H -4.26 5.41 -7.33 0.0881
H -2.76 5.36 -6.39 0.0923
H -4.26 5.95 -5.66 0.0779
H -4.72 5.11 -3.62 0.1112
H -3.85 4.77 -1.34 0.1266
H -2.32 1.85 -5.10 0.1197
C -0.32 -2.09 3.08 -0.2383
Ge -1.59 -0.70 2.52 0.9052
C -1.92 0.49 4.02 -0.3421
C -2.92 1.47 3.98 -0.1011
C -3.08 2.35 5.04 -0.0701
C -2.26 2.27 6.15 -0.0743
C -1.27 1.29 6.21 -0.0771
C -1.11 0.41 5.15 -0.1372
C -3.21 -1.52 1.79 -0.2605
C -3.40 -2.85 2.06 -0.1154
C -4.51 -3.56 1.55 -0.0666
C -5.42 -2.92 0.76 -0.0247
C -5.26 -1.54 0.45 -0.1666
C -6.18 -0.87 -0.39 -0.0322
C -6.02 0.45 -0.70 -0.0600
C -4.91 1.16 -0.19 -0.0487
C -4.01 0.53 0.63 -0.0621
C -4.15 -0.83 0.97 -0.1864
H -0.72 -2.66 3.92 0.0360
H 0.62 -1.62 3.39 -0.0009
H -0.09 -2.76 2.26 0.0086
H -3.57 1.55 3.12 0.0897
H -3.86 3.11 4.99 0.1091
H -2.39 2.96 6.98 0.1082
H -0.64 1.21 7.09 0.1081
H -0.34 -0.35 5.22 0.0923
H -2.69 -3.40 2.67 0.0938
H -4.64 -4.60 1.80 0.1070
H -6.28 -3.44 0.37 0.1164
H -7.03 -1.43 -0.77 0.1156
H -6.73 0.95 -1.34 0.1083
H -4.78 2.20 -0.44 0.1002
H -3.16 1.09 1.00 0.0737
S 0.61 4.23 3.22 1.0804
C 0.72 4.69 1.58 -0.3548
C 0.53 3.62 0.78 -0.2540
N 0.29 2.45 1.46 -0.1696
C 0.31 2.63 2.75 -0.4694
H 0.92 5.71 1.29 0.0781
H 0.57 3.62 -0.29 0.1009
H 0.15 1.84 3.47 0.0563

Arrangement ii

111
Properties=species:S:1:pos:R:3:lowdin_charge:R:1 method="wB97M-V/def2-TZVPD" s2=0.764 multiplicity=2 gap_ev="7.60 / 5.73" e_homo_ev="-9.475 / -10.138" lumo_energy_ev="-1.878 / -4.409" total_charge=+1
Bi -0.36 0.31 1.07 1.5187
C 3.93 4.46 -0.29 -0.1776
Si 3.97 3.05 -1.54 0.5327
C 5.73 2.83 -2.18 -0.1841
C 2.80 3.32 -2.99 -0.1731
C 3.49 1.41 -0.70 -0.2241
C 4.30 0.29 -0.77 -0.0503
C 3.91 -0.94 -0.23 -0.0297
C 2.69 -1.02 0.37 -0.1143
N 1.88 0.04 0.47 -0.1671
C 2.25 1.23 -0.05 -0.7299
S 1.03 2.45 0.10 0.6422
H 4.19 5.40 -0.78 0.0358
H 4.64 4.29 0.52 0.0369
H 2.94 4.57 0.15 -0.0160
H 6.09 3.77 -2.60 0.0358
H 5.79 2.07 -2.96 0.0349
H 6.42 2.54 -1.38 0.0359
H 3.06 4.24 -3.52 0.0340
H 1.76 3.40 -2.66 0.0049
H 2.86 2.50 -3.70 0.0333
H 5.27 0.37 -1.25 0.1005
H 4.55 -1.81 -0.30 0.1131
H 2.32 -1.95 0.79 0.1005
C 1.55 3.97 3.47 0.0111
C 0.41 2.98 3.43 -0.5506
O 0.56 1.77 3.53 -0.0892
N -0.82 3.55 3.28 0.0896
C -2.05 2.77 3.21 -0.1190
C -2.75 3.00 1.89 -0.2751
C -3.63 4.07 1.75 -0.0120
C -4.19 4.32 0.51 -0.0404
C -3.86 3.50 -0.55 -0.0335
C -2.99 2.45 -0.33 -0.1062
N -2.44 2.20 0.86 0.0283
H 2.49 3.44 3.64 0.0863
H 1.39 4.70 4.25 0.0912
H 1.61 4.48 2.51 0.0693
H -0.88 4.54 3.17 0.1485
H -2.71 3.06 4.03 0.1312
H -1.77 1.73 3.32 0.0800
H -3.86 4.69 2.60 0.1195
H -4.87 5.15 0.38 0.1164
H -4.27 3.67 -1.54 0.1129
H -2.72 1.77 -1.13 0.1020
C -3.84 -0.10 -6.63 -0.0682
C -2.41 -0.61 -6.84 -0.5615
C -1.69 0.38 -7.78 -0.0438
C -2.49 -1.99 -7.51 -0.0418
C -1.63 -0.71 -5.53 -0.1595
C -0.29 -1.11 -5.56 -0.0197
C 0.51 -1.19 -4.43 0.0339
C -0.08 -0.85 -3.23 -0.1829
O 0.44 -0.81 -1.96 0.1396
B -0.59 -0.40 -1.14 -0.7043
O -1.74 -0.20 -1.87 0.0854
C -1.41 -0.48 -3.18 -0.1729
C -2.21 -0.39 -4.30 0.0728
H -4.35 -0.04 -7.59 0.0883
H -3.85 0.90 -6.18 0.0876
H -4.41 -0.78 -5.99 0.0860
H -2.28 0.52 -8.69 0.0875
H -0.71 0.01 -8.07 0.0787
H -1.57 1.35 -7.30 0.0923
H -3.01 -1.91 -8.46 0.0886
H -3.04 -2.69 -6.87 0.0910
H -1.50 -2.40 -7.69 0.0789
H 0.16 -1.37 -6.51 0.1131
H 1.55 -1.49 -4.49 0.1261
H -3.24 -0.08 -4.21 0.1188
C -0.84 -0.96 4.48 -0.2337
Ge -0.23 -1.85 2.82 0.8798
C -1.41 -3.43 2.57 -0.3288
C -1.38 -4.23 1.43 -0.1531
C -2.25 -5.30 1.29 -0.0812
C -3.18 -5.57 2.28 -0.0770
C -3.21 -4.79 3.42 -0.0717
C -2.33 -3.73 3.57 -0.1073
C 1.60 -2.60 3.10 -0.2691
C 1.81 -3.88 2.65 -0.1132
C 3.04 -4.53 2.85 -0.0644
C 4.03 -3.91 3.56 -0.0207
C 3.85 -2.60 4.05 -0.1622
C 4.84 -1.96 4.83 -0.0301
C 4.68 -0.67 5.26 -0.0714
C 3.53 0.05 4.88 -0.0610
C 2.54 -0.54 4.15 -0.0441
C 2.64 -1.90 3.76 -0.1838
H -0.55 -1.58 5.32 0.0411
H -1.92 -0.83 4.48 0.0149
H -0.37 0.01 4.59 -0.0134
H -0.66 -4.03 0.64 0.1014
H -2.19 -5.93 0.41 0.1069
H -3.87 -6.40 2.16 0.1067
H -3.93 -5.00 4.21 0.1074
H -2.35 -3.14 4.48 0.0896
H 1.02 -4.42 2.16 0.0783
H 3.19 -5.52 2.45 0.1078
H 4.98 -4.41 3.74 0.1169
H 5.74 -2.51 5.08 0.1151
H 5.43 -0.20 5.87 0.1062
H 3.43 1.09 5.18 0.1030
H 1.68 0.04 3.84 0.0501
S -5.07 -1.50 -0.07 1.0538
C -5.22 -0.48 1.29 -0.3766
C -4.01 -0.32 1.89 -0.2577
N -2.97 -0.98 1.28 -0.0860
C -3.39 -1.64 0.24 -0.4934
H -6.18 -0.07 1.58 0.0719
H -3.82 0.25 2.78 0.1028
H -2.76 -2.25 -0.38 0.0796

arrangement i (18.2 kJ/mol below the next structure)

Arrangement i

12
Properties=species:S:1:pos:R:3:lowdin_charge:R:1 method="wB97M-V/def2-TZVPD" multiplicity=1 gap_ev=9.15 e_homo_ev=-13.330 lumo_energy_ev=-4.181 total_charge=+1
N 1.62 0.64 0.03 0.1571
C 0.55 -0.42 -0.07 -0.1964
C -0.82 0.10 -0.27 -0.1915
C -1.96 -0.52 0.17 -0.5312
Cl -3.44 0.17 -0.29 0.7062
H 2.56 0.29 -0.27 0.1850
H 1.79 0.87 1.12 0.2374
H 1.35 1.56 -0.36 0.1730
H 0.54 -1.16 0.82 0.1642
H 0.90 -1.17 -0.87 0.1588
H -0.99 1.02 -0.76 0.0798
H -2.10 -1.38 0.75 0.0575

Arrangement ii

12
Properties=species:S:1:pos:R:3:lowdin_charge:R:1 method="wB97M-V/def2-TZVPD" multiplicity=1 gap_ev=11.12 e_homo_ev=-14.777 lumo_energy_ev=-3.655 total_charge=+1
C -0.36 -0.75 -0.91 0.0655
C -0.26 -0.19 0.53 -0.2164
C -1.14 -1.29 0.02 0.0424
N -0.92 1.14 0.92 0.2308
Cl 3.16 -0.52 -1.30 0.2062
H 0.04 -0.70 -1.87 0.0815
H 4.01 0.42 -1.84 -0.1380
H 0.56 -0.40 1.14 0.1095
H -1.86 -2.08 0.30 0.1307
H -1.74 1.11 0.43 0.1116
H -0.44 1.92 0.59 0.1335
H -1.04 1.35 2.00 0.2426

arrangement i (136.9 kJ/mol below the next structure)